## w
Density functional theory data (the ωB97M-V functional and the def2-TZVPD basis) for a single CCl3F molecule.

**HOMO energy**: -11.59 eV
**LUMO energy**: 0.11 eV

Geometry as XYZ:
```
5
Properties=species:S:1:pos:R:3:mulliken_charge:R:1
F -0.246 0.706 1.249 -0.21
C 0.023 0.002 0.001 0.46
Cl -0.895 0.892 -1.273 -0.10
Cl -0.711 -1.465 0.274 -0.07
Cl 1.829 -0.136 -0.250 -0.09
```

---

## x
Density functional theory data (the ωB97M-V functional and the def2-TZVPD basis) for a single CCl3F molecule.

**HOMO energy**: -11.38 eV
**LUMO energy**: 0.28 eV

Geometry as XYZ:
```
5
Properties=species:S:1:pos:R:3:mulliken_charge:R:1
F -1.304 -0.036 0.443 -0.18
C -0.018 -0.067 -0.029 0.47
Cl 0.945 -0.480 1.303 -0.08
Cl 0.338 1.733 -0.365 -0.14
Cl 0.039 -1.150 -1.352 -0.07
```

---

x wins, 20.5 kJ/mol ahead of the next structure.

---

## w
Density functional theory data (the ωB97M-V functional and the def2-TZVPD basis) for a gas-phase ion, C4H8ClN2O (charge +1).

**HOMO energy**: -15.03 eV
**Charge**: +1
**LUMO energy**: -5.03 eV

Geometry as XYZ:
```
16
Properties=species:S:1:pos:R:3:mulliken_charge:R:1
C 0.533 1.123 1.287 -0.98
N 0.435 0.000 0.301 0.09
C 1.100 -1.113 0.853 -1.09
C -0.417 -0.073 -0.767 0.97
N -0.411 -0.877 -1.842 -0.33
C -1.548 0.856 -0.758 -0.01
O -2.519 0.789 -0.029 -0.35
Cl -1.422 1.980 -2.078 -0.07
H 1.495 1.675 1.256 0.29
H -0.388 1.731 1.102 0.37
H 0.282 0.644 2.258 0.44
H 1.750 -0.877 1.668 0.43
H 0.282 -1.832 1.152 0.37
H 1.754 -1.590 0.084 0.34
H -1.211 -0.822 -2.433 0.25
H 0.284 -1.615 -2.052 0.27
```

---

## x
Density functional theory data (the ωB97M-V functional and the def2-TZVPD basis) for a gas-phase ion, C4H8ClN2O (charge +1).

**HOMO energy**: -14.78 eV
**Charge**: +1
**LUMO energy**: -5.88 eV

Geometry as XYZ:
```
16
Properties=species:S:1:pos:R:3:mulliken_charge:R:1
C 0.612 1.622 -0.141 -0.92
N 0.540 0.205 0.072 0.10
C 1.703 -0.704 -0.170 -1.01
C -0.749 -0.335 0.166 0.57
N -0.833 -1.680 0.216 -0.45
C -1.945 0.540 0.100 0.56
O -2.008 1.712 0.337 -0.40
Cl -3.391 -0.400 -0.197 -0.14
H 1.368 1.720 -0.867 0.32
H -0.297 1.996 -0.302 0.47
H 1.052 2.278 0.763 0.28
H 2.384 -0.123 -0.935 0.29
H 2.214 -0.659 0.777 0.39
H 1.429 -1.643 -0.655 0.46
H -1.730 -2.162 0.068 0.22
H -0.349 -2.366 0.769 0.28
```

---

w wins, 61.8 kJ/mol ahead of the next structure.